Entry from OMol25: 6 unconnected molecules or ions with the total composition C40H66Cl2NO10S5 (wB97M-V/def2-TZVPD).

The geometry in XYZ format:
```
124
Properties=species:S:1:pos:R:3:forces:R:3:lowdin_charge:R:1
C -4.07940 1.85033 -0.96201 0.059 0.042 -0.242 0.14
C -3.82959 2.35730 -2.02125 0.140 0.916 0.203 -0.13
C -3.47411 3.19520 -3.18703 -0.320 -0.580 0.242 -0.11
C -1.96272 3.53208 -3.30914 -0.141 0.330 -0.222 -0.19
N -1.62181 4.97958 -3.30047 -0.755 -0.724 0.065 0.18
C -0.79683 5.33782 -2.40530 -0.008 0.199 0.551 0.05
C -0.37400 4.21302 -1.45307 -0.874 0.006 -1.836 -0.28
C 1.15655 4.26071 -1.26521 0.382 -0.036 1.112 -0.06
C 1.65544 3.87471 0.12241 0.411 0.394 0.347 -0.22
C 2.49050 4.76874 0.81524 -0.008 -0.262 0.394 -0.06
C 2.97681 4.46621 2.08356 -0.167 -0.634 0.540 -0.07
C 2.65197 3.25503 2.71464 -0.345 0.145 -0.934 -0.07
C 1.85539 2.34964 2.01782 0.053 0.335 -0.172 -0.06
C 1.36863 2.66020 0.74169 0.062 -0.154 0.357 -0.05
C -1.31892 4.28106 -0.22384 -0.410 1.096 -0.008 -0.13
C -1.55266 5.66934 0.41342 0.520 -0.263 0.466 -0.66
C -0.34904 6.61249 0.51741 -0.978 0.434 0.252 -0.10
Cl -2.96458 6.50941 -0.36375 0.314 -0.129 -0.181 0.62
C -0.94503 2.98578 -2.30239 1.474 -1.165 -0.303 -0.17
C 0.08101 2.12974 -3.09593 0.767 -0.412 0.687 -0.13
C 0.65634 0.93929 -2.26027 0.251 0.203 -0.505 -0.23
C 2.18915 0.96282 -2.15709 -0.404 -0.326 -0.677 -0.56
Cl 2.75589 -0.67437 -1.66167 0.120 0.497 0.238 0.60
H -4.28823 1.42654 -0.00767 -0.049 -0.164 -0.086 0.04
H -3.75677 2.63545 -4.08088 0.014 0.127 -0.025 0.11
H -4.10095 4.09124 -3.21635 0.051 -0.025 0.155 0.12
H -1.73219 3.27716 -4.34653 0.401 -0.412 0.275 0.15
H -2.04659 5.56859 -4.00649 0.137 0.403 0.176 0.19
H -0.51444 6.38732 -2.38412 0.196 -0.155 0.164 0.16
H 1.69034 3.63268 -1.97995 -0.338 0.122 -0.187 0.10
H 1.52266 5.27816 -1.43079 -0.090 -0.062 -0.138 0.11
H 2.77121 5.73395 0.40870 -0.133 -0.070 -0.263 0.11
H 3.60047 5.15595 2.63833 0.011 0.178 -0.252 0.11
H 2.99491 3.00743 3.70889 0.126 0.129 -0.002 0.11
H 1.60489 1.39378 2.45978 -0.022 0.004 -0.029 0.11
H 0.75375 1.90910 0.26008 0.004 0.135 -0.074 0.10
H -1.03751 3.59171 0.57235 0.390 -0.062 -0.256 0.13
H -2.29771 3.95059 -0.58170 0.086 -0.082 0.180 0.08
H -1.87494 5.48490 1.43839 -0.252 0.084 -0.145 0.10
H 0.24606 6.31240 1.37835 0.339 -0.123 -0.316 0.09
H -0.74049 7.60789 0.74796 0.120 -0.081 0.022 0.08
H 0.22825 6.71699 -0.39822 0.182 -0.194 0.146 0.06
H -1.29921 2.29098 -1.54273 -0.892 0.147 -0.366 0.12
H 0.93081 2.70898 -3.45959 -0.182 0.202 -0.178 0.08
H -0.35492 1.67827 -3.98968 -0.342 0.274 0.120 0.12
H 0.41050 0.01194 -2.78202 -0.066 0.033 0.134 0.10
H 0.16569 0.87901 -1.28660 0.183 -0.101 -0.013 0.09
H 2.61946 1.11002 -3.15347 -0.156 -0.038 0.350 0.03
H 2.58629 1.73575 -1.50060 0.020 -0.313 0.245 0.06
C 1.39129 -5.67381 1.07522 0.186 0.061 -0.041 -0.22
C 2.19042 -4.61339 0.30746 -0.071 0.017 0.068 -0.20
C 1.21392 -3.88148 -0.62276 0.410 -0.033 -0.055 -0.23
S -0.39270 -3.97701 0.16966 0.261 -0.075 0.192 0.66
O -1.27134 -4.77033 -0.65551 -0.152 0.205 0.001 -0.33
O -0.78338 -2.66142 0.62745 -0.224 -0.009 -0.157 -0.35
C 0.13338 -4.96474 1.56410 0.163 -0.226 0.141 -0.23
H 1.96202 -6.09420 1.90956 -0.382 0.235 -0.571 0.05
H 1.12205 -6.49266 0.40242 -0.048 0.005 0.034 0.13
H 2.62648 -3.90527 1.01606 -0.009 -0.022 0.012 0.12
H 3.00977 -5.05678 -0.25723 -0.008 0.020 -0.008 0.12
H 1.47345 -2.83547 -0.75680 -0.156 0.025 -0.041 0.03
H 1.13765 -4.37114 -1.59214 -0.144 -0.010 0.023 0.11
H -0.66678 -5.64439 1.84930 -0.098 0.094 -0.072 0.11
H 0.35925 -4.28244 2.38451 -0.019 0.040 -0.034 0.11
C 5.15943 -7.09938 5.97350 -0.087 0.067 0.045 -0.21
C 3.80560 -7.38062 6.63618 0.078 -0.082 0.016 -0.20
C 2.74577 -6.58942 5.86438 -0.003 -0.042 0.271 -0.23
S 3.36536 -6.42293 4.19009 0.222 -0.508 0.511 0.68
O 3.61855 -5.02792 3.91724 -0.232 -0.037 -0.289 -0.32
O 2.56135 -7.23425 3.30088 0.160 0.094 0.210 -0.34
C 4.92636 -7.24662 4.47292 0.324 -0.038 0.147 -0.23
H 5.93191 -7.78156 6.32495 0.007 0.008 -0.017 0.12
H 5.47944 -6.08052 6.20276 0.022 -0.009 -0.024 0.12
H 3.58629 -8.44889 6.57541 0.009 0.009 -0.020 0.12
H 3.80363 -7.10532 7.68950 -0.056 0.035 -0.017 0.12
H 1.78990 -7.10799 5.84042 -0.036 0.090 -0.149 0.10
H 2.61655 -5.59168 6.27528 0.014 0.029 -0.073 0.08
H 5.69851 -6.78209 3.86353 -0.106 0.040 -0.096 0.11
H 4.80365 -8.29218 4.19117 -0.064 0.028 -0.043 0.11
C -2.03931 -4.73136 7.93533 0.004 0.038 0.101 -0.22
C -1.52826 -3.42807 8.56235 -0.003 -0.021 -0.064 -0.21
C -0.37185 -3.79299 9.50184 -0.231 0.345 0.018 -0.22
S 0.35672 -5.29313 8.83756 -0.169 0.154 -0.140 0.67
O 0.14925 -6.36513 9.77569 0.231 -0.014 -0.035 -0.31
O 1.66572 -4.99542 8.30471 0.064 -0.188 0.215 -0.33
C -0.79619 -5.49068 7.48377 -0.285 0.021 -0.172 -0.23
H -2.71498 -4.54291 7.10244 0.002 -0.014 0.002 0.12
H -2.58061 -5.31465 8.68329 0.007 -0.030 -0.030 0.12
H -1.16758 -2.76269 7.77499 0.011 -0.020 0.001 0.12
H -2.31650 -2.90212 9.09888 0.018 0.002 0.009 0.11
H 0.38855 -3.01693 9.53744 0.102 -0.112 0.055 0.10
H -0.72338 -4.01409 10.50776 0.063 -0.112 -0.008 0.11
H -0.97300 -6.54963 7.30843 0.130 -0.029 0.070 0.11
H -0.35121 -5.03179 6.60029 0.048 -0.008 0.026 0.11
C 3.82634 3.28948 -7.89816 0.063 0.059 0.084 -0.22
C 5.27600 3.11227 -7.42943 -0.045 -0.046 -0.053 -0.21
C 5.24278 2.87147 -5.91452 0.304 0.165 -0.204 -0.21
S 3.65925 2.10293 -5.56818 0.361 -0.007 -0.553 0.67
O 2.87848 3.01450 -4.75766 -0.120 -0.091 0.194 -0.34
O 3.85722 0.73200 -5.17583 -0.251 0.093 0.322 -0.31
C 3.03624 2.16067 -7.24231 -0.057 0.179 -0.298 -0.23
H 3.74373 3.25450 -8.98304 -0.013 -0.003 0.007 0.12
H 3.44471 4.25663 -7.56209 -0.031 -0.019 -0.019 0.12
H 5.71728 2.24842 -7.92970 -0.014 -0.004 0.012 0.12
H 5.88797 3.97869 -7.67390 0.010 -0.010 0.019 0.12
H 6.03613 2.20433 -5.58702 -0.091 -0.038 0.135 0.11
H 5.28913 3.80473 -5.35599 -0.098 -0.042 0.056 0.11
H 1.96215 2.33273 -7.22720 0.000 -0.073 0.130 0.11
H 3.25603 1.19989 -7.70664 0.001 -0.035 0.071 0.11
C -7.42870 0.58112 -4.52912 0.008 0.070 0.076 -0.22
C -8.45041 1.09427 -3.50686 -0.004 -0.032 -0.055 -0.21
C -8.28941 2.61737 -3.42216 -0.102 -0.238 0.305 -0.22
S -7.67257 3.14415 -5.02415 -0.346 -0.211 -0.058 0.67
O -6.33841 3.67671 -4.85247 0.128 0.117 -0.007 -0.34
O -8.68955 3.89078 -5.71481 0.250 0.188 0.005 -0.31
C -7.54522 1.50854 -5.73536 0.113 -0.342 0.044 -0.23
H -7.61613 -0.45543 -4.80435 0.015 0.006 -0.005 0.12
H -6.42210 0.64093 -4.10706 0.004 -0.019 -0.027 0.11
H -9.45875 0.84892 -3.84537 0.012 0.011 -0.013 0.12
H -8.31195 0.63141 -2.53103 -0.009 0.018 0.002 0.12
H -9.23267 3.12084 -3.22644 0.062 0.135 -0.070 0.10
H -7.55406 2.90360 -2.67166 0.051 0.054 -0.081 0.10
H -6.68686 1.46674 -6.40198 -0.025 0.145 -0.032 0.11
H -8.46217 1.32140 -6.29298 -0.009 0.077 -0.009 0.11
```
Positions in Å, forces in eV/Å.

Values from the calculation:
**F_max**: 2.034 eV/Å
**2S+1**: 1
**Kohn-Sham gap**: 7.8859 eV
**HOMO energy**: -11.2 eV
**Total charge**: +1

***

Entry from OMol25: 7 unconnected molecules or ions with the total composition C40H66F5NO14S6 (wB97M-V/def2-TZVPD).

The geometry in XYZ format:
```
132
Properties=species:S:1:pos:R:3:forces:R:3:lowdin_charge:R:1
C 7.21835 -2.76189 2.92172 -0.311 1.028 0.251 -0.14
C 8.10032 -1.41364 2.79109 -0.260 -0.339 0.122 -0.24
C 7.92465 -0.64012 1.38676 0.973 -0.004 0.264 -0.18
C 6.38657 -0.38050 0.96940 0.843 -1.770 -0.415 -0.19
O 6.12294 0.94341 0.42894 -1.144 -0.485 1.963 -0.11
C 5.27013 1.74192 1.27372 0.149 1.216 -1.562 -0.28
N 6.01548 2.20481 2.50803 -1.237 0.418 0.980 0.10
C 4.99660 2.75826 3.43374 -1.046 0.252 0.908 -0.33
O 5.06209 3.68372 4.27134 0.269 -3.575 -3.184 0.07
C 3.66248 1.91923 3.11070 -1.619 1.201 0.062 -0.05
C 3.77578 1.25278 1.62311 0.443 -0.219 1.661 -0.10
C 2.55407 1.65212 0.67610 -0.695 -0.569 1.112 -0.33
F 2.68171 1.17215 -0.66562 0.020 1.217 2.375 0.03
F 2.40731 3.07840 0.67732 0.245 -2.624 -0.522 0.03
C 1.23695 0.96598 1.32351 -3.230 -0.850 1.563 -0.05
C 0.41806 1.75768 2.40625 -0.237 -2.575 -0.840 0.00
C -0.83041 1.19763 3.13341 2.644 -2.319 -2.790 -0.05
C -1.30000 -0.22890 2.75413 3.192 2.029 -1.243 0.01
C -0.48942 -1.01719 1.68123 0.395 1.930 0.690 -0.06
C -1.03746 -2.49628 1.35042 0.319 1.903 0.823 -0.37
F -2.47304 -2.44240 1.37071 3.437 -0.887 -0.498 0.04
F -0.64228 -3.41709 2.38533 -1.036 1.627 -2.898 0.04
F -0.52475 -2.88855 0.09234 -1.649 0.027 2.950 0.06
C 0.77005 -0.45789 0.94710 -1.727 1.995 2.534 0.06
H 6.36942 -2.55586 3.66385 1.660 -0.307 -1.288 0.04
H 6.71559 -3.02206 1.92940 0.774 0.206 1.320 0.07
H 7.80440 -3.66557 3.30462 -0.707 1.320 -0.622 0.08
H 9.18807 -1.70715 3.01672 -1.440 0.828 -0.644 0.10
H 7.77169 -0.69375 3.61866 0.493 -0.979 -1.006 0.09
H 8.49832 -1.23805 0.57761 -1.158 0.958 1.133 0.11
H 8.48319 0.35760 1.47908 -0.951 -1.261 -0.211 0.11
H 5.74003 -0.67874 1.86285 0.611 0.724 -1.140 0.12
H 6.15862 -1.12738 0.11455 0.121 1.225 1.408 0.13
H 5.11115 2.69768 0.64925 0.330 -1.357 0.963 0.18
H 6.37770 1.41827 3.07504 0.159 0.171 -0.621 0.12
H 2.84774 2.71929 3.26430 0.979 -1.362 -0.638 0.11
H 3.37278 1.06416 3.80569 1.024 1.351 -0.511 0.10
H 3.65786 0.12369 1.84381 0.469 1.744 -0.814 0.15
H 0.81532 2.81290 2.63846 -0.995 -1.889 -0.380 0.11
H -1.33219 1.84561 3.92538 0.620 -1.184 -1.402 0.11
H -2.21328 -0.65431 3.28926 1.509 0.477 -1.076 0.12
H 1.33676 -1.07066 0.15911 -1.113 1.030 1.400 0.12
C -4.29681 3.17641 -1.05160 0.065 -0.052 -0.111 -0.21
C -4.57324 1.68280 -0.87014 -0.203 -0.007 -0.181 -0.21
C -3.59597 1.16042 0.18347 -0.124 -0.445 -0.308 -0.21
S -3.21658 2.54848 1.24555 -0.366 -0.042 -0.134 0.66
O -1.81974 2.88115 1.08616 -0.302 0.229 0.115 -0.33
O -3.81642 2.33290 2.54505 0.472 0.114 0.033 -0.34
C -4.18746 3.75119 0.35489 -0.224 0.370 -0.308 -0.23
H -5.08526 3.66766 -1.62555 0.082 -0.029 0.048 0.12
H -3.35153 3.31467 -1.58718 -0.064 0.046 0.039 0.11
H -5.60159 1.54282 -0.52158 0.095 -0.004 -0.042 0.13
H -4.46802 1.13548 -1.80745 -0.039 0.168 0.259 0.06
H -4.03564 0.35918 0.77861 0.194 0.103 0.071 0.11
H -2.66373 0.81811 -0.27041 0.020 0.093 0.154 0.10
H -3.69549 4.72326 0.38524 0.055 -0.115 0.186 0.11
H -5.16745 3.81029 0.83381 0.112 -0.039 0.032 0.11
C 2.84048 0.04753 7.77489 -0.164 -0.106 -0.006 -0.22
C 3.75170 -0.93516 8.51287 -0.046 0.045 0.226 -0.21
C 4.80703 -1.41562 7.51626 0.011 -0.558 0.357 -0.22
S 5.01589 -0.09837 6.32860 0.133 0.178 0.561 0.66
O 4.55642 -0.56117 5.03774 0.347 0.150 -0.194 -0.34
O 6.31448 0.50979 6.51312 -0.148 -0.182 -0.547 -0.32
C 3.77111 0.98224 7.01353 -0.418 0.242 0.126 -0.23
H 2.19482 0.59702 8.46318 0.047 -0.023 -0.086 0.12
H 2.20100 -0.49773 7.07283 0.044 0.063 0.034 0.12
H 4.24003 -0.42300 9.34861 -0.061 -0.016 -0.070 0.12
H 3.18908 -1.77473 8.92745 0.079 0.056 -0.062 0.12
H 5.76119 -1.61444 8.00581 0.013 0.097 -0.233 0.11
H 4.47285 -2.30368 6.97613 0.082 0.236 -0.037 0.06
H 3.27147 1.52891 6.21381 0.197 0.003 -0.029 0.10
H 4.27004 1.67890 7.69070 0.048 -0.050 -0.136 0.11
C -4.73008 -2.12547 -5.96835 0.156 0.018 -0.076 -0.21
C -4.11331 -3.05882 -4.92497 -0.036 -0.241 -0.119 -0.21
C -3.69448 -2.19903 -3.73128 0.438 -0.425 0.078 -0.22
S -4.79373 -0.78678 -3.72263 -0.598 -0.713 -0.265 0.68
O -4.01526 0.40426 -3.99040 -0.101 0.141 0.318 -0.33
O -5.68686 -0.88465 -2.58974 0.373 0.428 -0.024 -0.32
C -5.68860 -1.22333 -5.20162 0.005 -0.056 -0.409 -0.23
H -5.24506 -2.68056 -6.75488 0.030 0.092 0.065 0.12
H -3.94352 -1.52470 -6.43707 -0.078 -0.036 0.000 0.12
H -4.86040 -3.79299 -4.60614 0.056 0.080 -0.019 0.12
H -3.26279 -3.61189 -5.32971 -0.068 0.056 0.081 0.12
H -3.79453 -2.74075 -2.78997 0.010 0.250 0.012 0.11
H -2.67252 -1.83124 -3.84193 -0.119 0.080 0.033 0.11
H -5.96271 -0.32385 -5.74999 -0.065 -0.051 0.221 0.08
H -6.58579 -1.76799 -4.90024 0.047 0.163 0.048 0.12
C -9.42051 3.46699 -7.94132 -0.041 0.173 0.039 -0.22
C -7.89859 3.60387 -7.86301 0.066 0.098 -0.226 -0.22
C -7.43753 2.88082 -6.59602 0.446 0.388 -0.100 -0.22
S -8.64327 1.59492 -6.28713 -0.133 -0.017 -0.073 0.67
O -9.33189 1.89629 -5.05418 0.222 -0.310 -0.162 -0.31
O -8.03894 0.30423 -6.53760 -0.202 0.129 0.317 -0.33
C -9.71934 2.00214 -7.65061 -0.305 0.153 -0.359 -0.23
H -9.80494 3.76841 -8.91781 0.013 -0.033 0.100 0.12
H -9.88806 4.10266 -7.18236 -0.010 -0.076 -0.070 0.12
H -7.44495 3.13349 -8.74144 -0.045 0.038 0.082 0.12
H -7.58688 4.65062 -7.85466 0.000 -0.120 0.006 0.12
H -6.45291 2.42980 -6.72549 -0.127 -0.056 0.171 0.10
H -7.42942 3.54993 -5.73390 -0.071 -0.177 0.003 0.11
H -10.75730 1.82222 -7.37181 0.136 -0.124 0.110 0.11
H -9.44133 1.36852 -8.49586 0.004 -0.009 0.122 0.11
C -0.66816 2.04197 -3.82278 0.035 -0.078 0.098 -0.22
C 0.56851 2.88151 -4.14946 0.034 0.158 0.207 -0.21
C 1.11529 2.38945 -5.49100 0.502 0.217 0.255 -0.22
S -0.28582 1.73521 -6.39230 -0.208 0.293 0.043 0.67
O -0.10072 0.31127 -6.56044 -0.062 0.192 -0.235 -0.33
O -0.58874 2.60993 -7.50347 0.093 -0.452 -0.050 -0.33
C -1.49033 2.00047 -5.10432 -0.250 -0.061 0.316 -0.24
H -1.23876 2.46618 -2.99387 0.037 -0.072 -0.059 0.11
H -0.36273 1.02901 -3.54033 -0.072 0.061 -0.005 0.12
H 0.28200 3.93506 -4.23237 0.010 -0.096 -0.001 0.12
H 1.32522 2.80884 -3.36493 -0.059 0.022 -0.088 0.11
H 1.56683 3.20019 -6.06374 -0.067 -0.204 -0.110 0.10
H 1.83737 1.58211 -5.35677 -0.129 0.006 -0.107 0.11
H -2.22899 1.19952 -5.11454 0.083 0.099 -0.136 0.07
H -1.97428 2.96158 -5.29253 0.060 -0.080 -0.072 0.11
C 2.32833 -5.75870 2.86051 0.053 -0.123 -0.128 -0.22
C 2.72260 -6.65349 4.03804 -0.191 -0.158 -0.007 -0.21
C 3.93801 -6.01514 4.71274 0.089 -0.584 0.162 -0.22
S 3.81711 -4.25708 4.40167 -0.414 0.120 -0.050 0.70
O 4.91802 -3.85177 3.55859 -0.894 -0.490 0.502 -0.34
O 3.50586 -3.57556 5.64132 0.286 -0.113 -0.279 -0.33
C 2.34119 -4.33610 3.40197 -0.372 -0.039 -0.244 -0.23
H 1.34893 -6.02585 2.45855 0.088 0.064 0.022 0.12
H 3.06384 -5.86059 2.05577 -0.074 0.042 0.040 0.12
H 1.89182 -6.70641 4.74922 0.070 0.019 -0.068 0.12
H 2.94222 -7.67348 3.71474 -0.008 0.096 0.064 0.12
H 3.94104 -6.19248 5.78880 0.132 0.173 -0.094 0.10
H 4.87166 -6.37200 4.27436 -0.033 0.176 0.033 0.11
H 2.38142 -3.57811 2.61995 0.092 0.070 0.183 0.11
H 1.48469 -4.15733 4.05584 0.110 0.056 -0.030 0.11
```
Positions in Å, forces in eV/Å.

Values from the calculation:
**F_max**: 4.795 eV/Å
**2S+1**: 1
**Kohn-Sham gap**: 9.1350 eV
**HOMO energy**: -9.1 eV
**Energy relative to the best compared isomer or geometry (same formula, charge and spin)**: 644.07 kJ/mol

***

Q: Which of these has the lowest Kohn-Sham gap?
A: C40H66Cl2NO10S5

***

Q: What is the F_max in the first record?
A: 2.034 eV/Å

***

Q: Look up the F_max of the first one.
A: 2.034 eV/Å

***

Q: Which of these has the highest Kohn-Sham gap?
A: C40H66F5NO14S6